The following is a DFT calculation (ωB97M-V/def2-TZVPD) of a structure of composition C25H16N5O6V.

Atoms and positions in Å:
V1 -0.5815 0.0571 0.2211
O1 2.7200 1.3936 -1.7997
O2 -2.4305 -0.0011 -0.3685
O3 2.2665 -3.4719 -2.0671
O4 -1.6794 2.8428 3.0332
O5 -3.7335 0.0778 -2.1982
O6 0.8922 -3.3954 -0.2998
N1 1.3911 -0.6894 0.7168
N2 -0.8308 1.7859 1.1436
N3 -0.6399 -1.4612 -1.6477
N4 0.6067 1.2284 -0.8475
N5 -1.3538 -0.5575 2.1320
C1 -1.6868 0.4800 2.9078
C2 3.5880 -0.7838 -0.2122
C3 -0.9161 4.2250 0.5599
C4 -1.3909 1.8624 2.3620
C5 -0.5273 5.2079 -0.3453
C6 -1.6273 -0.9918 -3.7710
C7 0.2371 4.8939 -1.4555
C8 1.8882 0.8645 -1.0864
C9 -2.3067 0.3085 4.1336
C10 -0.5347 2.9088 0.3360
C11 -2.7071 -0.1979 -1.6222
C12 0.2862 -2.1964 -2.2762
C13 0.6294 3.5794 -1.6873
C14 2.2983 -0.2937 -0.1939
C15 0.2404 2.5952 -0.7968
C16 -1.6460 -1.7988 2.5299
C17 0.3548 -2.3045 -3.6533
C18 3.0484 -2.0652 1.7287
C19 -0.6166 -1.6655 -4.4188
C20 -2.5981 -0.9768 4.5525
C21 1.7636 -1.5523 1.6572
C22 -1.5998 -0.9075 -2.3838
C23 -2.2677 -2.0519 3.7369
C24 3.9710 -1.6867 0.7692
C25 1.1658 -3.0502 -1.4166
H1 -2.5496 1.1880 4.7124
H2 -1.3735 -2.5985 1.8501
H3 -1.5009 4.4700 1.4320
H4 2.7349 -4.0653 -1.4637
H5 4.9813 -2.0740 0.7964
H6 -2.4504 -0.5190 -4.2884
H7 0.5323 5.6721 -2.1473
H8 3.3064 -2.7523 2.5218
H9 -0.8272 6.2337 -0.1734
H10 1.2351 3.3145 -2.5413
H11 -3.0882 -1.1443 5.5027
H12 1.0077 -1.8397 2.3748
H13 4.2650 -0.4119 -0.9682
H14 -0.5894 -1.7235 -5.4984
H15 1.1377 -2.8928 -4.1061
H16 -2.4945 -3.0686 4.0242

Calculated values
relative energy (zero: lowest compared OMol25 entry of this formula, charge and spin): 0.0 kJ/mol
HOMO-LUMO gap (alpha / beta): 6.704 / 6.860 eV
expectation value of S²: 2.0132
E_LUMO (alpha / beta): -0.74 / -0.68 eV
E_HOMO (alpha / beta): -7.44 / -7.54 eV
E: -71612.982 eV
strongest force on any atom: 0.42 eV/Å
spin multiplicity: 3